Formula: C2H10O5
Source: OMol25
Level of theory: ωB97M-V/def2-TZVPD

Spin multiplicity   1
HOMO-LUMO gap   10.88 eV
SMILES   CC(=O)O.O.O.O
LUMO level   0.53 eV

```
17
Properties=species:S:1:pos:R:3:forces:R:3
O -0.383 0.248 0.489 0.1 0.2 -0.1
C -0.827 -0.681 1.114 -0.4 -0.5 0.3
O -2.113 -1.063 1.043 0.3 0.3 0.0
C -0.024 -1.499 2.093 -0.4 0.0 -0.1
H -2.555 -0.443 0.422 -0.2 -0.2 -0.1
H -0.330 -2.542 2.171 0.0 0.1 -0.3
H -0.190 -1.081 3.082 0.1 0.2 0.2
H 1.009 -1.396 1.803 0.4 -0.1 0.2
H 1.068 2.080 -1.536 0.3 -0.1 -0.3
H 1.908 2.452 -2.828 -0.2 -0.3 0.5
O 1.104 2.636 -2.325 -0.2 0.3 -0.1
H 4.874 -0.235 -1.660 0.0 0.0 0.2
H 3.977 -0.462 -0.409 0.2 0.1 -0.1
O 3.971 -0.394 -1.370 -0.2 0.0 -0.1
H -3.315 1.383 -0.692 0.2 -0.1 -0.2
H -4.560 0.526 -0.593 0.3 -0.2 -0.1
O -3.615 0.471 -0.805 -0.4 0.4 0.3
```
Positions in Å, forces in eV/Å.